Molecular formula: C37H65Br2F7NO26
Method: DFT, the ωB97M-V functional and the def2-TZVPD basis

Properties
Maximum force ... 0.1181 hartree/bohr
Net charge ... -1
HOMO level ... -0.20815 hartree

Geometry (Å):
C1 7.3930 -2.0796 4.2723
C2 7.9467 -3.1217 3.1431
O1 7.5458 -4.4743 3.4752
C3 6.1598 -4.7267 3.1112
C4 6.1617 -5.7165 1.8561
O2 4.8590 -6.1879 1.4369
C5 3.8968 -5.1201 1.3196
C6 4.3219 -3.9617 0.2756
O3 3.2904 -2.9431 0.3693
C7 3.4276 -1.9734 -0.7320
N1 3.9281 -0.6653 -0.3450
C8 3.0649 0.2021 0.4658
C9 1.6847 -0.3025 1.0351
C10 1.6383 -0.5166 2.6532
F1 0.4291 -1.3039 2.8834
Br1 3.1386 -1.5750 3.3681
C11 1.3681 0.8836 3.4398
F2 2.2369 1.9227 3.0429
F3 -0.0274 1.2028 3.1848
Br2 1.4464 0.4873 5.4027
C12 5.3412 -0.5857 0.0082
F4 5.6289 -1.0317 1.3870
C13 5.9807 0.9057 -0.0800
C14 7.1577 1.1139 1.0187
C15 6.6505 1.7442 2.3928
F5 5.4932 2.5491 2.2869
F6 6.5458 0.7617 3.4337
F7 7.6995 2.6311 2.8497
C16 6.3345 -1.4784 -0.9179
O4 7.2614 -2.1929 -0.3914
O5 6.1144 -1.3954 -2.2801
H1 6.3963 -1.6823 3.8496
H2 8.1468 -1.2332 4.4372
H3 7.1192 -2.6224 5.2530
H4 7.6442 -2.7864 2.0883
H5 9.1022 -3.0706 3.1872
H6 5.5981 -5.1065 4.0293
H7 5.6967 -3.6978 2.8516
H8 6.7917 -6.6318 2.1545
H9 6.6714 -5.2555 0.9248
H10 3.5449 -4.6918 2.3367
H11 2.9438 -5.5984 0.8670
H12 5.3000 -3.4722 0.6057
H13 4.3876 -4.4484 -0.7592
H14 3.9641 -2.5142 -1.5790
H15 2.3437 -1.8352 -1.1213
H16 3.6896 0.5749 1.3696
H17 2.8657 1.1680 -0.1461
H18 1.2087 -1.2337 0.5947
H19 0.9118 0.5431 0.8607
H20 5.2118 1.7424 -0.0871
H21 6.5224 0.9632 -1.1007
H22 7.8089 0.1730 1.1471
H23 7.8648 1.8978 0.5452
C17 -1.7229 0.2535 1.1920
O6 -1.8517 0.3249 -0.2291
C18 -2.9876 0.8997 -0.6535
O7 -3.8656 1.3396 0.0482
O8 -2.9773 0.8994 -1.9987
C19 -4.1337 1.4852 -2.5932
H24 -0.7757 -0.2257 1.4168
H25 -1.7164 1.2537 1.6288
H26 -2.5253 -0.3513 1.6218
H27 -4.2224 2.5363 -2.3083
H28 -5.0338 0.9319 -2.3147
H29 -4.0175 1.4306 -3.6764
C20 -2.2876 -0.9650 4.9877
O9 -3.0363 -1.9412 5.7134
C21 -3.4025 -3.0088 4.9850
O10 -3.1553 -3.1901 3.8188
O11 -4.0942 -3.8412 5.7842
C22 -4.5496 -5.0280 5.1373
H30 -2.0469 -0.1507 5.6723
H31 -1.3531 -1.3924 4.6184
H32 -2.8796 -0.5594 4.1640
H33 -3.7048 -5.6169 4.7732
H34 -5.2314 -4.7839 4.3196
H35 -5.0924 -5.6218 5.8737
C23 1.0413 0.7422 -6.1978
O12 2.3436 0.2154 -6.4354
C24 3.1695 0.2859 -5.3725
O13 2.8910 0.7427 -4.2901
O14 4.3501 -0.2384 -5.7288
C25 5.3376 -0.2318 -4.6888
H36 0.4648 0.6338 -7.1176
H37 0.5374 0.1828 -5.4062
H38 1.0947 1.8042 -5.9466
H39 5.0080 -0.8289 -3.8388
H40 5.5620 0.7914 -4.3783
H41 6.2483 -0.6778 -5.0894
C26 -2.9761 -2.7092 8.8434
O15 -1.6577 -3.0377 9.2824
C27 -0.9848 -2.0096 9.8232
O16 -1.3975 -0.8831 9.9572
O17 0.2301 -2.4539 10.1897
C28 1.0613 -1.4596 10.7843
H42 -3.4242 -3.6108 8.4252
H43 -3.5905 -2.3766 9.6837
H44 -2.9435 -1.9477 8.0633
H45 0.6084 -1.0764 11.7015
H46 1.2545 -0.6471 10.0802
H47 2.0123 -1.9288 11.0390
C29 -2.1058 4.1839 -4.7757
O18 -2.2314 4.2532 -6.1955
C30 -3.3672 4.8300 -6.6206
O19 -4.2448 5.2716 -5.9190
O20 -3.3570 4.8304 -7.9637
C31 -4.5141 5.4189 -8.5568
H48 -1.1550 3.7016 -4.5463
H49 -2.0977 5.1855 -4.3401
H50 -2.9100 3.5822 -4.3468
H51 -4.6023 6.4696 -8.2711
H52 -5.4138 4.8660 -8.2776
H53 -4.3977 5.3644 -9.6397
C32 -6.3576 8.3368 -5.4941
O21 -6.4807 8.4036 -6.9149
C33 -7.6146 8.9807 -7.3439
O22 -8.4930 9.4248 -6.6459
O23 -7.6004 8.9773 -8.6886
C34 -8.7539 9.5648 -9.2866
H54 -5.4078 7.8532 -5.2633
H55 -6.3493 9.3393 -5.0604
H56 -7.1630 7.7366 -5.0652
H57 -8.8414 10.6163 -9.0042
H58 -9.6552 9.0139 -9.0087
H59 -8.6342 9.5071 -10.3691
C35 -8.9924 -3.4847 -2.9019
O24 -7.6743 -3.8385 -2.4892
C36 -6.9740 -2.8235 -1.9532
O25 -7.3667 -1.6917 -1.8058
O26 -5.7623 -3.2895 -1.6111
C37 -4.9038 -2.3121 -1.0238
H60 -9.4623 -4.3770 -3.3173
H61 -9.5857 -3.1468 -2.0493
H62 -8.9604 -2.7175 -3.6788
H63 -5.3344 -1.9281 -0.0963
H64 -4.7095 -1.4981 -1.7260
H65 -3.9560 -2.7972 -0.7883

Atoms 1-6, force components in eV/Å:
C -0.819 -0.569 -0.978
C 0.988 1.144 1.012
O -0.726 0.593 -0.799
C -0.014 1.058 -0.487
C 0.800 -0.088 -0.032
O 0.052 1.234 0.645